# 1
The following is a DFT calculation (wB97M-V/def2-TZVPD) of a structure of composition C32H33N4O2Ti.

Summary:
Kohn-Sham gap (spin up / spin down): 0.283 / 0.305 Ha
<S²>: 0.75
E_HOMO (spin up / spin down): -8.00 / -8.61 eV
Multiplicity: 2

Last column: Mulliken spin population.
Atoms and positions in Å:
1 Ti -0.08654 0.54711 0.10436  1.0103
2 C 0.47128 1.03828 -4.23557  0.0009
3 C -0.69698 0.13377 -3.95564  -0.0105
4 C -1.05513 -0.80724 -4.91897  0.0002
5 C -2.16057 -1.61921 -4.74638  -0.0004
6 C -2.95749 -1.45881 -3.62420  0.0012
7 C -2.63947 -0.52425 -2.64729  -0.0019
8 C -3.58727 -0.27951 -1.50933  0.0008
9 C -1.47189 0.23068 -2.79408  0.0306
10 N -1.08900 1.09037 -1.70584  -0.0686
11 C -1.70571 2.30228 -1.73687  0.0108
12 O -2.35127 2.79730 -2.64661  -0.0022
13 C -1.56061 3.08446 -0.43849  0.0210
14 C -1.96964 4.39541 -0.26980  -0.0014
15 C -1.75812 4.98502 0.97380  0.0054
16 C -1.12487 4.28538 1.99671  -0.0012
17 C -0.74675 2.97924 1.73884  0.0334
18 N -1.01270 2.41519 0.56947  0.0830
19 C 0.07269 2.12240 2.68745  0.0215
20 O 0.31444 2.54197 3.80671  0.0023
21 N 0.49751 0.97180 2.10380  -0.0247
22 C 1.41309 0.23732 2.92690  0.0258
23 C 2.73302 0.70292 3.03564  -0.0001
24 C 3.17247 1.97793 2.37231  0.0076
25 C 3.64941 -0.03762 3.76743  0.0011
26 C 3.27195 -1.22007 4.38995  -0.0006
27 C 1.95878 -1.63812 4.31125  0.0022
28 C 1.00383 -0.90852 3.60000  -0.0294
29 C -0.42620 -1.35611 3.65505  0.0042
30 H 0.39277 1.43857 -5.24678  0.0001
31 H 1.42438 0.50656 -4.18152  0.0008
32 H 0.51028 1.88116 -3.54948  -0.0013
33 H -0.45692 -0.88849 -5.81930  0.0001
34 H -2.41592 -2.35527 -5.49697  0.0000
35 H -3.84881 -2.06092 -3.49900  0.0000
36 H -4.18033 -1.16926 -1.29782  -0.0007
37 H -4.26833 0.53432 -1.76726  0.0007
38 H -3.06988 0.00302 -0.59003  0.0062
39 H -2.42897 4.90759 -1.10235  -0.0001
40 H -2.06954 6.00842 1.13809  0.0005
41 H -0.90012 4.71202 2.96257  0.0002
42 H 2.72991 2.09356 1.37992  0.0013
43 H 4.25663 1.99957 2.26384  0.0006
44 H 2.86836 2.84753 2.95749  -0.0001
45 H 4.67052 0.31559 3.84396  0.0000
46 H 3.99279 -1.79956 4.95112  0.0000
47 H 1.64387 -2.53816 4.82611  0.0000
48 H -0.74773 -1.41747 4.69607  0.0000
49 H -0.55541 -2.34167 3.20404  0.0019
50 H -1.09129 -0.67154 3.13383  0.0005
51 C 2.56959 0.31486 -1.35057  0.0151
52 N 1.79106 -0.61848 -0.52754  -0.0788
53 C 2.68054 -1.32668 0.40404  0.0388
54 C 1.10383 -1.62495 -1.38198  0.0062
55 C -0.06137 -2.25088 -0.65379  -0.0811
56 C -0.34756 -3.59874 -0.84725  0.0074
57 C -1.47436 -4.15176 -0.26198  0.0024
58 C -2.30912 -3.35449 0.51152  -0.0121
59 C -2.00334 -2.01547 0.70290  -0.2155
60 C -0.87430 -1.42352 0.13236  0.1800
61 H 3.29558 -0.20134 -1.99095  0.0020
62 H 3.10247 1.00364 -0.69460  0.0067
63 H 1.89659 0.87554 -1.99498  0.0013
64 H 3.39909 -1.92669 -0.16699  0.0026
65 H 2.09067 -1.97430 1.05034  -0.0053
66 H 3.21050 -0.61249 1.02437  -0.0059
67 H 1.82750 -2.38787 -1.69945  -0.0011
68 H 0.75504 -1.11628 -2.28428  0.0175
69 H 0.30568 -4.21156 -1.45793  -0.0001
70 H -1.70383 -5.19868 -0.41087  0.0000
71 H -3.19430 -3.77894 0.96740  -0.0006
72 H -2.67446 -1.41591 1.31311  -0.0112



# 2
The following is a DFT calculation (wB97M-V/def2-TZVPD) of a structure of composition C21H44Cl3CuO2P.

Summary:
Charge: +3
Kohn-Sham gap (spin up / spin down): 0.274 / 0.102 Ha
<S²>: 2.02
E_HOMO (spin up / spin down): -17.85 / -17.85 eV
Multiplicity: 3

Last column: Mulliken spin population.
Atoms and positions in Å:
1 Cu 1.54311 2.40650 -3.78883  0.1800
2 C -3.90896 4.27002 -0.82657  0.0002
3 C -2.65058 3.74314 -0.25138  0.0022
4 C -2.36321 2.28884 -0.75977  0.0006
5 C -1.25593 1.69836 0.16311  0.0028
6 P -1.08643 -0.14799 0.23784  -0.0008
7 C 0.32046 -0.63797 1.41954  0.0014
8 C 0.57082 0.05485 2.81871  -0.0002
9 C 2.04313 0.13130 3.26981  -0.0004
10 C 2.47475 -1.18279 3.88782  0.0002
11 C -2.65940 -0.74914 0.96553  -0.0001
12 C -2.80599 -0.78634 2.52959  0.0001
13 C -2.95883 0.53701 3.29743  0.0000
14 C -4.20552 1.48254 2.94591  0.0000
15 C -0.75115 -0.91950 -1.36287  0.0287
16 C -0.54389 -2.44992 -1.42194  -0.0004
17 C 0.72448 -3.07137 -0.78753  0.0004
18 C 0.97085 -4.48505 -1.16770  -0.0003
19 H -4.30317 5.05373 -0.17966  0.0000
20 H -4.67190 3.49185 -0.80513  0.0001
21 H -3.69180 4.64008 -1.82857  0.0001
22 H -2.60883 3.89788 0.82678  -0.0001
23 H -1.76736 4.31624 -0.53352  0.0007
24 H -2.10793 2.21363 -1.81679  -0.0018
25 H -3.28297 1.75840 -0.51325  -0.0004
26 H -1.24289 2.10144 1.17576  0.0032
27 H -0.24567 1.99390 -0.11993  -0.0066
28 H 1.15779 -0.49747 0.73599  0.0020
29 H 0.33306 -1.70723 1.63078  0.0001
30 H -0.03215 -0.40274 3.60301  -0.0005
31 H 0.32418 1.10423 2.65725  0.0003
32 H 2.10797 0.95212 3.98405  -0.0002
33 H 2.69582 0.52747 2.49191  0.0011
34 H 3.48609 -1.12516 4.29027  0.0000
35 H 2.64361 -1.90672 3.09062  -0.0001
36 H 1.83112 -1.69040 4.60629  0.0000
37 H -2.63902 -1.82468 0.78976  0.0001
38 H -3.54281 -0.34794 0.46883  0.0000
39 H -2.03317 -1.39074 3.00451  0.0000
40 H -3.74308 -1.31325 2.70944  0.0001
41 H -2.00515 1.06236 3.34845  0.0002
42 H -3.00904 0.35006 4.37011  0.0000
43 H -4.21086 2.03462 2.00608  0.0000
44 H -4.26046 2.27253 3.69489  0.0000
45 H -5.14039 0.92336 2.90784  0.0000
46 H 0.11095 -0.45833 -1.84472  -0.0314
47 H -1.60792 -0.61736 -1.96516  0.0022
48 H -0.44248 -2.74144 -2.46732  0.0003
49 H -1.45861 -2.87855 -1.01245  -0.0002
50 H 0.70832 -3.12594 0.30099  -0.0001
51 H 1.60028 -2.50651 -1.10689  -0.0001
52 H 1.82656 -4.89326 -0.62991  0.0001
53 H 1.11609 -4.55273 -2.24587  0.0001
54 H 0.22894 -5.19650 -0.80507  0.0002
55 Cl 2.20337 1.51711 -1.41638  0.3007
56 O 2.61145 0.52323 -4.93310  0.4596
57 C 3.06110 -0.64656 -4.74574  0.0043
58 O 4.08599 -1.19941 -5.35820  0.0321
59 C 4.26338 -2.55377 -5.10310  0.0030
60 C 3.55812 -2.78984 -3.72589  0.0072
61 C 2.60102 -1.59936 -3.59257  0.0327
62 H 5.31362 -2.75984 -4.89660  0.0049
63 H 4.02061 -3.27932 -5.87946  -0.0011
64 H 4.25267 -2.89437 -2.89235  0.0026
65 H 3.06063 -3.73922 -3.52770  0.0004
66 H 2.69765 -1.11497 -2.62090  -0.0192
67 H 1.55693 -1.90103 -3.67606  -0.0091
68 C 2.14488 4.04793 1.17428  -0.0509
69 Cl 1.14394 4.89692 2.29400  0.4321
70 Cl 3.85249 4.40676 1.59320  0.6103
71 H 2.00559 2.96702 1.15662  0.0067
72 H 1.98570 4.41924 0.16191  -0.0001



# 3
The following is a DFT calculation (wB97M-V/def2-TZVPD) of a structure of composition C33H48AgBrF5GeN2O2Si3.

Summary:
Charge: -2
Kohn-Sham gap (spin up / spin down): 0.200 / 0.234 Ha
<S²>: 0.76
E_HOMO (spin up / spin down): -1.22 / -2.15 eV
Multiplicity: 2

Last column: Mulliken spin population.
Atoms and positions in Å:
1 Ag 0.08034 0.56506 0.66150  0.5344
2 C 1.86689 2.10099 6.24873  0.0009
3 C 0.85893 2.46822 5.15266  0.0004
4 C -0.39594 1.61590 5.16966  0.0059
5 C -1.33860 1.87180 6.16534  -0.0019
6 C -2.55532 1.21488 6.19735  0.0032
7 C -2.84395 0.29531 5.19613  -0.0028
8 C -1.93517 0.00439 4.18715  -0.0047
9 C -2.29328 -1.04375 3.16306  0.0014
10 C -1.76716 -2.42948 3.56526  0.0006
11 C -0.67945 0.65318 4.17872  0.0011
12 N 0.23133 0.43502 3.12993  0.0386
13 C 1.43800 0.09160 3.39216  -0.0016
14 C 2.51716 0.14129 2.46036  0.0018
15 C 3.87618 -0.08142 2.74271  0.0008
16 C 4.56875 0.26320 1.57902  0.0034
17 C 3.58070 0.67280 0.65624  -0.0042
18 N 2.35444 0.60260 1.17638  -0.0062
19 H 2.74342 2.75641 6.21275  -0.0002
20 H 2.21108 1.07071 6.13225  0.0000
21 H 1.41203 2.18793 7.24014  0.0001
22 H 1.33900 2.40712 4.17961  0.0001
23 H 0.55617 3.50872 5.29262  0.0000
24 H -1.11405 2.63188 6.91103  -0.0001
25 H -3.27938 1.43309 6.97589  0.0004
26 H -3.80424 -0.21453 5.18989  0.0000
27 H -1.88699 -0.77274 2.19323  -0.0004
28 H -3.37914 -1.08030 3.05867  -0.0003
29 H -0.67910 -2.45451 3.50485  0.0001
30 H -2.15108 -3.20318 2.89265  -0.0005
31 H -2.07589 -2.67520 4.58814  0.0004
32 H 1.69803 -0.23872 4.40476  -0.0006
33 H 4.28527 -0.42390 3.68740  0.0007
34 H 5.63705 0.23156 1.41175  0.0000
35 H 3.72764 1.04041 -0.35134  -0.0019
36 Br -3.99126 -3.13007 -0.03029  0.0002
37 C -2.45156 -4.17313 -0.42569  -0.0006
38 C -2.70721 -5.47888 -0.83156  0.0003
39 C -1.65864 -6.35107 -1.07804  -0.0004
40 C -0.35320 -5.92507 -0.88233  0.0004
41 C -0.11191 -4.62496 -0.46573  -0.0010
42 C -1.14123 -3.70823 -0.25904  0.0174
43 C -0.70475 -2.27560 0.07969  -0.1916
44 O 0.34002 -2.18018 0.75612  0.0027
45 O -1.37628 -1.33322 -0.41460  -0.1195
46 H -3.73223 -5.80433 -0.95298  0.0000
47 H -1.86718 -7.36328 -1.40979  -0.0001
48 H 0.47445 -6.60192 -1.05506  0.0000
49 H 0.89866 -4.27209 -0.29515  0.0006
50 C 1.71749 -0.89457 -4.90179  0.0416
51 Si 1.87500 -0.73535 -3.01786  0.0643
52 C 1.76024 -2.48491 -2.34548  -0.0064
53 C 3.69330 -0.26535 -2.81243  0.0037
54 Ge 0.25576 0.71085 -1.98009  0.3576
55 Si -1.61817 0.04889 -3.30709  0.0237
56 C -3.33234 0.46348 -2.67277  -0.0009
57 C -1.66439 -1.81130 -3.59323  0.0035
58 C -1.52072 0.82858 -5.03163  0.0318
59 Si 1.00790 2.82099 -2.82932  0.0345
60 C 1.81027 2.77827 -4.54244  0.0393
61 C 2.32902 3.49928 -1.67393  0.0060
62 C -0.31356 4.15787 -2.93527  0.0032
63 H 2.47411 -1.60306 -5.26499  0.0006
64 H 1.88248 0.07195 -5.39941  -0.0004
65 H 0.73025 -1.25777 -5.21104  -0.0049
66 H 2.51885 -3.14022 -2.79274  -0.0011
67 H 0.76908 -2.91942 -2.53111  0.0036
68 H 1.90779 -2.46201 -1.25495  0.0040
69 H 4.30258 -0.84008 -3.52219  -0.0005
70 H 4.03758 -0.49165 -1.79893  -0.0016
71 H 3.87191 0.80461 -2.99592  0.0000
72 H -3.42394 0.17248 -1.61817  0.0002
73 H -4.08463 -0.08475 -3.25433  -0.0011
74 H -3.54206 1.53741 -2.74249  0.0006
75 H -1.75421 -2.32156 -2.62321  -0.0013
76 H -0.75891 -2.18823 -4.08321  -0.0007
77 H -2.53150 -2.08097 -4.21053  -0.0002
78 H -1.55604 1.92678 -4.96630  -0.0023
79 H -2.36501 0.49266 -5.65142  0.0026
80 H -0.58584 0.55709 -5.54130  -0.0031
81 H 2.66628 2.08971 -4.56139  -0.0039
82 H 2.16848 3.78192 -4.80847  0.0004
83 H 1.09949 2.44739 -5.31316  0.0005
84 H 3.27901 2.95849 -1.78623  -0.0014
85 H 2.00246 3.38079 -0.63250  -0.0038
86 H 2.51206 4.56579 -1.86203  -0.0007
87 H -1.21725 3.80741 -3.45223  0.0006
88 H 0.07264 5.03954 -3.46379  0.0004
89 H -0.61165 4.45527 -1.92250  -0.0008
90 F -0.42066 3.63246 0.57325  -0.0047
91 C -1.17308 2.51390 0.94322  0.1351
92 F -1.55337 2.77216 2.24466  0.0157
93 C -2.46547 2.67158 0.15937  -0.0046
94 F -2.24125 2.59929 -1.16333  -0.0096
95 F -3.08888 3.86178 0.37303  0.0033
96 F -3.34244 1.70821 0.49549  -0.0002